# 1
Here is a cluster of 13 separate species, C6H40NO12 in total from OMol25. Energies are from ωB97M-V with the def2-TZVPD basis set.

Each line ends with the Mulliken charge.
Element x y z (Å)
C  -0.1583  0.8423  -1.2319  -0.36
C  -1.0467  0.2060  -0.2032  0.72
C  -1.3148  -1.3095  -0.4724  0.93
C  -2.0932  -1.9098  0.6781  -1.52
C  -2.0467  -1.5851  -1.8294  -0.71
C  -1.8204  -3.0472  -2.2414  -1.54
N  -2.3755  0.9714  -0.1490  0.29
H  -0.0817  1.9495  -1.1181  0.23
H  -0.4366  0.6270  -2.2966  0.30
H  0.8741  0.5117  -1.1129  -0.15
H  -0.6053  0.2385  0.7853  -1.07
H  -0.3159  -1.8019  -0.5423  -0.10
H  -1.6245  -1.7289  1.6566  0.08
H  -2.1200  -3.0308  0.6116  0.42
H  -3.0899  -1.6128  0.7225  0.51
H  -1.6715  -0.8698  -2.5961  0.42
H  -3.0521  -1.3762  -1.7105  0.55
H  -2.2437  -3.7483  -1.5043  0.37
H  -0.7375  -3.3141  -2.3456  0.29
H  -2.3013  -3.2573  -3.1936  0.42
H  -2.9237  0.7853  -0.9902  0.48
H  -2.1929  1.9774  -0.0791  0.42
H  -2.8839  0.6262  0.7014  0.41
H  0.4035  -2.6291  3.0544  0.33
H  0.1514  -1.1157  2.9567  0.38
O  0.7736  -1.8449  2.6377  -0.67
H  1.4256  1.6072  1.6166  0.49
H  0.1439  2.5205  1.3296  0.26
O  0.6434  2.1019  2.0289  -0.83
H  1.2524  4.9800  -0.8897  0.27
H  1.6969  4.3457  0.3917  0.29
O  1.0715  4.2453  -0.3124  -0.57
H  1.8149  -0.8840  -2.7444  0.47
H  2.3714  -1.2296  -1.4209  0.29
O  2.5368  -0.8046  -2.1739  -0.74
H  0.8260  -0.5385  -4.6631  0.27
H  0.3162  -1.8577  -4.0851  0.28
O  0.4751  -0.9256  -3.8877  -0.58
H  3.3844  2.1906  -2.0395  0.33
H  3.3662  0.6602  -1.8551  0.42
O  3.7084  1.4832  -1.4556  -0.67
H  -2.3043  0.5113  2.8204  0.42
H  -3.8295  0.2484  2.9621  0.31
O  -3.1608  0.6168  2.4143  -0.65
H  3.6799  -0.4195  1.9600  0.42
H  2.9944  -1.4975  2.8250  0.40
O  3.6952  -1.3845  2.1816  -0.43
H  -1.8715  4.2552  0.6504  0.25
H  -0.5838  3.9134  -0.1019  0.30
O  -1.4868  3.6140  0.1539  -0.63
H  2.2820  -0.1693  0.5545  0.48
H  3.0710  1.1920  0.1366  0.51
O  2.6041  0.7018  0.8571  -0.76
H  2.8758  -2.0483  0.7346  0.45
H  1.3568  -1.8560  0.9905  0.30
O  2.0076  -1.8427  0.2574  -0.61
H  -0.5719  0.4790  4.3088  0.32
H  -0.1733  0.9649  2.8772  0.32
O  -0.6846  0.2728  3.3901  -0.81

Cartesian forces, eV/Å:
C 0.5 1.2 -0.9
C -0.8 -0.8 -0.9
C -0.1 0.5 -0.7
C 1.9 -2.3 0.6
C 3.1 0.0 0.1
C 0.3 -0.2 -0.1
N 0.5 -1.4 0.2
H -0.3 -0.7 -0.1
H 0.1 0.2 1.1
H -0.1 -0.2 0.0
H -0.1 0.5 0.2
H -0.5 0.4 0.1
H -0.2 0.2 -0.3
H 0.0 0.9 -0.1
H -1.8 0.7 0.0
H -0.2 -0.7 0.3
H -2.3 0.2 0.2
H 0.1 0.3 -0.3
H -0.7 0.4 0.1
H 0.0 -0.1 -0.1
H 0.1 0.0 0.1
H 0.0 0.5 0.2
H -0.1 0.5 -0.1
H 0.1 -0.4 -0.1
H 0.6 -0.3 -0.2
O -0.4 0.7 0.2
H -1.2 1.0 0.4
H -0.3 0.3 -0.4
O 1.2 -1.0 0.1
H 0.0 0.6 -0.6
H 0.5 0.1 0.9
O -0.3 -0.5 -0.4
H -2.4 -0.3 -1.9
H -1.2 -2.9 4.5
O 3.7 3.0 -2.9
H 0.5 0.6 -1.5
H 0.0 0.1 -0.2
O -0.5 -0.8 1.4
H 0.3 -0.2 0.3
H 0.1 -0.3 -0.3
O -0.4 0.5 0.2
H 0.6 -0.3 0.8
H -0.8 -0.5 0.8
O -0.2 0.7 -1.6
H 0.3 0.3 0.1
H -1.0 -0.3 1.0
O 0.4 0.5 -1.2
H -1.8 3.1 2.3
H -0.4 0.2 0.2
O 2.1 -3.3 -2.3
H 0.1 0.3 -0.6
H 0.2 -0.1 -0.7
O 0.3 -0.1 1.0
H -0.9 -0.5 -0.8
H -0.7 -0.5 0.6
O 1.6 0.1 0.8
H 0.1 0.3 0.9
H -0.1 0.2 0.3
O 0.3 -0.2 -1.0

Calculated values
Kohn-Sham gap (spin up / spin down) = 0.4223 / 0.1329 hartree
<S²> = 0.758
E_tot = -1209.602055 Ha
spin multiplicity = 2
E_HOMO (spin up / spin down) = -0.61633 / -0.61623 hartree
net charge = +2
LUMO energy (spin up / spin down) = -5.2793 / -13.1517 eV

---

# 2
Here is a structure of composition C37H46N5O3PPdS from OMol25. Energies are from ωB97M-V with the def2-TZVPD basis set.

Each line ends with the Mulliken charge.
Element x y z (Å)
Pd  0.6622  0.2869  -0.2217  0.66
C  -0.2864  2.9067  0.6869  -0.93
C  0.0871  3.5323  -0.6502  -1.33
C  -0.1351  2.7392  -1.9177  0.60
C  -0.5614  3.4054  -3.0631  -1.00
C  -0.6883  2.7244  -4.2603  -0.67
C  -0.3891  1.3670  -4.2949  -1.06
C  0.0124  0.7616  -3.1255  -0.68
N  0.1331  1.4261  -1.9637  1.02
N  0.6829  1.9160  1.2496  1.42
C  2.0703  2.4473  1.3666  -1.37
C  2.8868  2.3145  0.1083  0.15
C  3.9460  3.1654  -0.1682  -1.08
C  4.6875  2.9614  -1.3217  -0.66
C  4.3434  1.9175  -2.1728  -1.10
C  3.2745  1.1140  -1.8349  -0.59
N  2.5719  1.3049  -0.7098  1.79
C  0.1967  1.4627  2.5837  -1.90
C  -0.2624  0.0264  2.6351  0.63
C  -0.8493  -0.4645  3.7950  -0.82
C  -1.2502  -1.7875  3.8424  -0.80
C  -1.0749  -2.5879  2.7164  -1.02
C  -0.4830  -2.0343  1.6041  -0.97
N  -0.0735  -0.7526  1.5643  1.75
H  -1.2491  2.3927  0.6186  0.03
H  -0.3951  3.7096  1.4232  0.66
H  1.1218  3.8859  -0.6370  0.35
H  -0.5042  4.4453  -0.7342  0.70
H  -0.7759  4.4644  -3.0086  0.59
H  -1.0069  3.2438  -5.1546  0.48
H  -0.4575  0.7940  -5.2088  0.57
H  0.2676  -0.2933  -3.1039  0.62
H  2.5730  1.8710  2.1456  0.73
H  2.0432  3.4856  1.7100  0.33
H  4.1781  3.9795  0.5062  0.60
H  5.5166  3.6148  -1.5604  0.52
H  4.8885  1.7341  -3.0882  0.58
H  2.9633  0.2915  -2.4664  0.38
H  -0.6196  2.1103  2.9110  0.57
H  0.9916  1.5924  3.3193  0.58
H  -0.9783  0.1875  4.6498  0.64
H  -1.6965  -2.1934  4.7414  0.53
H  -1.3850  -3.6235  2.7067  0.68
H  -0.3171  -2.6155  0.7061  0.48
C  6.2236  -2.3187  0.3601  -1.29
C  5.3013  -1.1377  0.4561  -0.31
O  4.0715  -1.4142  -0.3531  0.20
P  2.6203  -1.6722  0.1436  -0.56
O  2.4935  -2.8622  1.1409  -0.02
C  3.0696  -3.0357  2.5102  0.05
C  2.7243  -4.4217  2.9693  -1.33
O  1.7698  -2.0671  -1.1078  -0.15
C  1.7745  -3.4445  -1.7584  -0.32
C  3.0859  -3.7320  -2.4243  -1.09
H  7.1071  -2.1219  0.9694  0.43
H  6.5524  -2.4796  -0.6650  0.36
H  5.7572  -3.2319  0.7312  0.28
H  5.7092  -0.2395  -0.0007  0.35
H  4.9888  -0.9091  1.4752  0.48
H  2.6252  -2.2549  3.1273  0.23
H  4.1435  -2.8833  2.4270  0.32
H  1.6470  -4.5642  3.0369  0.30
H  3.1513  -4.5736  3.9615  0.44
H  3.1476  -5.1741  2.3062  0.34
H  0.9468  -3.3670  -2.4570  0.34
H  1.5272  -4.1444  -0.9632  0.36
H  3.3064  -3.0153  -3.2137  0.30
H  3.0136  -4.7213  -2.8815  0.48
H  3.9115  -3.7626  -1.7146  0.24
N  -2.2484  -0.1576  -0.8420  -0.06
S  -3.6408  -0.4561  -0.1171  0.55
C  -3.9831  0.9131  0.9317  0.44
C  -4.2076  2.1707  0.3671  -0.31
C  -4.5268  3.2167  1.2133  -0.83
C  -4.6312  2.9966  2.5864  -0.57
C  -4.4172  1.7363  3.1277  -0.86
C  -4.0923  0.6722  2.2968  -0.07
C  -5.0080  -0.7203  -1.2019  1.18
C  -6.2781  -0.4897  -0.6748  -0.54
C  -7.3754  -0.7808  -1.4689  -0.74
C  -7.1952  -1.2999  -2.7443  -0.53
C  -5.9167  -1.5416  -3.2420  -0.83
C  -4.8048  -1.2655  -2.4672  -0.52
H  -2.2580  -0.6133  -1.7611  0.05
H  -4.1639  2.3119  -0.7060  0.52
H  -4.7254  4.2002  0.8088  0.50
H  -4.9087  3.8169  3.2358  0.49
H  -4.5353  1.5762  4.1910  0.52
H  -3.9561  -0.3260  2.6937  0.56
H  -6.4144  -0.0839  0.3188  0.43
H  -8.3724  -0.6025  -1.0904  0.43
H  -8.0571  -1.5230  -3.3590  0.44
H  -5.7928  -1.9514  -4.2347  0.43
H  -3.8189  -1.4798  -2.8606  0.18

Cartesian forces, eV/Å:
Pd -0.1 0.5 0.0
C 0.0 -0.1 0.1
C 0.0 0.0 0.0
C 0.0 0.0 0.0
C 0.0 0.0 0.0
C 0.0 0.0 0.0
C 0.0 0.0 0.0
C 0.0 -0.1 0.0
N -0.1 0.0 -0.1
N 0.0 0.2 0.1
C 0.0 -0.1 0.0
C -0.1 0.0 0.0
C 0.0 0.0 0.0
C 0.0 0.0 0.0
C 0.0 0.0 0.0
C 0.0 0.0 0.0
N 0.1 -0.1 0.0
C 0.0 0.0 0.0
C 0.0 0.0 0.0
C 0.0 0.0 0.0
C 0.0 0.0 0.0
C 0.0 0.0 0.0
C 0.0 0.0 0.0
N 0.1 -0.1 0.0
H 0.0 0.0 0.0
H 0.0 0.0 0.0
H 0.0 0.0 0.0
H 0.0 0.0 0.0
H 0.0 0.0 0.0
H 0.0 0.0 0.0
H 0.0 0.0 0.0
H 0.0 0.0 0.0
H 0.0 0.0 0.0
H 0.0 0.0 0.0
H 0.0 0.0 0.0
H 0.0 0.0 0.0
H 0.0 0.0 0.0
H 0.0 0.0 0.0
H 0.0 0.0 0.0
H 0.0 0.0 0.0
H 0.0 0.0 0.0
H 0.0 0.0 0.0
H 0.0 0.0 0.0
H 0.0 0.0 0.0
C 0.0 0.0 0.0
C -0.1 0.1 -0.1
O -0.1 0.0 0.1
P 0.4 -0.4 0.0
O 0.0 0.0 -0.1
C 0.0 0.1 -0.1
C 0.0 0.0 0.0
O 0.0 0.0 0.0
C 0.0 0.1 0.1
C 0.0 0.0 0.0
H 0.0 0.0 0.0
H 0.0 0.0 0.0
H 0.0 0.0 0.0
H 0.0 0.0 0.0
H 0.0 0.0 0.0
H 0.0 0.0 0.0
H 0.0 0.0 0.0
H 0.0 0.0 0.0
H 0.0 0.0 0.0
H 0.0 0.0 0.0
H 0.0 0.0 0.0
H 0.0 0.0 0.0
H 0.0 0.0 0.0
H 0.0 0.0 0.0
H 0.0 0.0 0.0
N -0.2 -0.1 0.0
S 0.1 0.0 0.1
C -0.1 0.1 0.0
C 0.0 -0.1 -0.1
C 0.0 0.0 0.0
C 0.0 0.0 0.0
C 0.0 0.0 0.0
C 0.0 -0.1 0.0
C -0.1 0.0 -0.1
C 0.0 0.0 0.0
C 0.0 0.0 0.0
C 0.0 0.0 0.0
C 0.0 0.0 0.0
C 0.0 0.0 0.0
H 0.0 0.0 0.0
H 0.0 0.0 0.0
H 0.0 0.0 0.0
H 0.0 0.0 0.0
H 0.0 0.0 0.0
H 0.0 0.0 0.0
H 0.0 0.0 0.0
H 0.0 0.0 0.0
H 0.0 0.0 0.0
H 0.0 0.0 0.0
H 0.0 0.0 0.0

Calculated values
Kohn-Sham gap (spin up / spin down) = 0.3383 / 0.2206 hartree
<S²> = 6.020
E_tot = -2803.000528 Ha
spin multiplicity = 5
E_HOMO (spin up / spin down) = -0.69162 / -0.69366 hartree
net charge = +4
ΔE to the lowest compared entry with this formula, charge and spin = 20.84 kcal/mol
LUMO energy (spin up / spin down) = -9.6146 / -12.8726 eV

---

# 3
Here is a structure of composition C13H30NO2P3PdS3 from OMol25. Energies are from ωB97M-V with the def2-TZVPD basis set.

Each line ends with the Mulliken charge.
Element x y z (Å)
Pd  9.0693  7.3250  9.2263  0.17
C  10.1217  6.0422  12.5461  -1.35
P  8.9475  7.0750  11.6601  1.18
C  8.8065  8.6018  12.6775  -1.21
C  7.4192  6.0675  11.8680  -1.37
C  6.3704  6.1746  10.7395  -0.76
P  7.0476  5.9135  9.0970  0.93
C  5.6760  6.4262  7.9744  -1.03
C  7.0796  4.0841  8.9465  -1.44
H  9.6438  5.6649  13.4282  0.46
H  11.0558  6.5906  12.7739  0.36
H  10.3660  5.2061  11.8977  0.36
H  8.1993  8.3703  13.5672  0.40
H  8.2765  9.2117  11.9663  0.34
H  9.8155  8.9830  12.8685  0.36
H  6.9659  6.1485  12.8686  0.53
H  7.8454  5.0793  11.8150  0.39
H  5.9418  7.1720  10.6839  0.10
H  5.4746  5.5559  10.8566  0.57
H  4.8989  5.6572  7.8990  0.42
H  6.1173  6.5724  6.9855  0.35
H  5.2770  7.4222  8.3728  0.16
H  6.1848  3.7288  9.4115  0.49
H  7.8765  3.5840  9.4300  0.40
H  7.0391  3.6863  7.9250  0.38
S  5.2313  9.5945  9.9063  -0.45
C  6.8155  9.4574  9.5151  0.26
N  7.9119  9.1590  9.2573  -0.66
C  11.4314  9.7561  7.9403  -1.19
C  11.8226  8.8915  6.7661  0.43
C  10.6126  8.5186  5.9243  -0.88
O  12.5422  7.6440  7.1109  -0.23
P  12.3685  6.7184  8.4317  0.56
S  12.6120  7.5049  10.1673  -0.44
S  10.5680  5.7102  8.2594  -0.46
O  13.5112  5.6834  8.0861  -0.31
C  14.2753  5.3416  6.9185  0.60
C  15.3994  6.3201  6.6921  -1.34
C  13.3909  5.1850  5.6705  -1.26
H  11.0077  10.6602  7.5174  0.46
H  12.2462  9.9556  8.5834  0.42
H  10.6277  9.2889  8.5445  0.11
H  12.5809  9.4735  6.2039  0.16
H  9.9663  7.9059  6.5122  0.01
H  10.8514  7.9048  5.0686  0.32
H  10.0354  9.4184  5.5926  0.38
H  14.6797  4.3361  7.1388  0.34
H  15.0883  7.2881  6.3588  0.23
H  16.0601  5.9232  5.9338  0.45
H  16.0457  6.4668  7.5784  0.32
H  13.0461  6.1109  5.2069  0.15
H  12.5129  4.6000  5.9386  0.30
H  13.9153  4.5815  4.9340  0.49

Cartesian forces, eV/Å:
Pd 0.0 -0.5 0.3
C 0.8 0.2 -0.5
P -0.1 0.3 -0.4
C -0.2 -1.2 -0.6
C -0.6 -0.1 -0.2
C -0.3 0.6 0.5
P 0.3 -0.1 -0.7
C 0.2 0.9 0.6
C -0.5 0.2 -1.0
H -0.1 -0.1 0.7
H -0.6 -0.3 -0.1
H 0.2 -0.2 -0.1
H 0.4 0.4 -0.2
H -0.3 0.9 0.2
H -0.4 0.0 0.1
H 0.2 0.2 -0.3
H 0.1 -0.7 0.1
H 0.1 0.4 0.1
H 0.3 -0.3 0.3
H 0.1 0.2 0.2
H -0.2 0.1 0.1
H 0.4 -1.4 -0.6
H -0.8 -0.2 0.4
H 1.1 -0.1 0.6
H 0.2 0.5 0.0
S 0.3 0.5 0.0
C -1.3 -0.5 0.3
N 1.0 0.0 -0.2
C -1.3 -0.8 -0.2
C 0.5 -0.3 -0.2
C -0.1 1.0 -0.4
O -0.4 0.8 0.6
P -0.2 -0.2 -1.4
S 0.0 0.3 0.4
S 0.1 0.1 0.1
O 0.1 -0.4 0.7
C -0.5 0.0 -0.8
C 1.1 -0.3 0.8
C -0.1 -0.4 0.3
H 0.0 0.3 0.1
H 0.8 0.4 0.6
H 0.4 0.2 -0.3
H -0.4 -0.5 0.0
H -0.6 -0.3 0.6
H 0.4 0.0 -0.4
H 0.6 -0.6 0.3
H -0.1 0.5 0.1
H -0.5 0.5 -0.1
H 0.1 -0.2 -0.4
H -0.5 -0.2 -0.2
H 0.3 0.0 0.2
H -0.2 0.0 0.1
H 0.2 0.1 -0.2

Calculated values
Kohn-Sham gap (spin up / spin down) = 0.2982 / 0.2334 hartree
<S²> = 2.009
E_tot = -3065.183901 Ha
spin multiplicity = 3
E_HOMO (spin up / spin down) = -0.28137 / -0.29424 hartree
net charge = 0
LUMO energy (spin up / spin down) = 0.4591 / -1.6559 eV